Record 1
15
Properties=species:S:1:pos:R:3:lowdin_charge:R:1 method="wB97M-V/def2-TZVPD" e_lumo_ev="-11.420 / -11.248" multiplicity=6 total_charge=+3 energy_ha=-959.23176
C 0.3604 -0.1891 0.4922 -0.1633
C -0.2167 -0.4412 1.7411 0.2347
H -1.0561 0.1291 2.1449 0.1302
H 0.4071 -0.9875 2.4544 0.1208
O 2.6913 0.0281 0.4511 -0.2654
C 1.5829 -0.4679 -0.0645 -0.1513
Pm 5.2045 -0.3054 0.6794 1.8940
H 1.6261 -0.8756 -1.0849 0.1525
C -1.0870 -0.5542 -0.2895 -0.0651
C -1.5538 0.7921 -0.7342 -0.2039
O -1.6008 1.1918 -1.8878 -0.0357
Li -1.8991 2.7337 -2.8636 0.9010
H -1.1423 -1.0841 -1.2637 0.1523
H -1.5057 -1.4718 0.1467 0.1464
H -1.8107 1.5019 0.0783 0.1527

---

Record 2
16
Properties=species:S:1:pos:R:3:lowdin_charge:R:1 method="wB97M-V/def2-TZVPD" e_lumo_ev="-11.162 / -10.849" e_above_lowest_ev=4.7213 multiplicity=1 total_charge=+2 energy_ha=-694.36555
O 2.2152 0.2319 1.1189 -0.0989
C 2.0015 -0.9580 0.7558 -0.1212
C 1.1663 -1.2384 -0.3707 -0.0500
O 0.5123 -0.2102 -0.8785 -0.0532
Mg 1.7345 1.8955 0.2140 1.4375
H 2.3409 -1.8023 1.3707 0.1689
H 0.8951 -2.2486 -0.6806 0.1605
C -2.5815 0.0968 2.8254 0.1369
C -2.3984 0.2926 1.5312 -0.1062
O -1.0775 0.2999 1.0514 0.0687
C -0.7303 0.6704 -0.1290 -0.3059
O -1.6096 1.2901 -0.8302 0.2316
H -1.7459 -0.0555 3.5082 0.0992
H -3.1688 0.4138 0.7740 0.1422
H -3.5918 0.1623 3.2256 0.1048
H -1.4430 1.2491 -1.7837 0.1849